{
  "formula": "C7H11FN2O",
  "method": "ωB97M-V/def2-TZVPD",
  "smiles": "COc1ncn(C(C)C)c1F",
  "relative_energy_kj_mol": 0.00,
  "e_tot_ev": -15180.563,
  "species": ["C", "O", "C", "N", "C", "N", "C", "C", "C", "C", "F", "H", "H", "H", "H", "H", "H", "H", "H", "H", "H", "H"],
  "xyz": [[4.499, -0.482, 0.097], [3.351, 0.402, 0.045], [2.091, 0.052, 0.276], [1.695, -0.909, 1.151], [0.372, -1.016, 1.145], [-0.126, -0.145, 0.248], [-1.529, -0.085, -0.213], [-1.638, -0.553, -1.630], [-2.167, 1.270, 0.073], [0.915, 0.515, -0.398], [0.552, 1.543, -1.180], [4.103, -1.541, 0.371], [5.062, 0.018, 0.992], [4.998, -0.311, -0.856], [-0.132, -1.838, 1.674], [-2.105, -0.719, 0.515], [-2.727, -0.391, -1.899], [-1.438, -1.621, -1.689], [-0.840, 0.020, -2.205], [-3.177, 1.269, 0.553], [-2.249, 2.040, -0.743], [-1.469, 1.735, 0.761]],
  "lowdin_charge": [-0.04, -0.11, -0.31, 0.11, -0.15, -0.03, -0.39, -0.05, -0.07, -0.17, 0.09, 0.11, 0.12, 0.08, 0.13, 0.15, 0.11, 0.08, 0.10, 0.09, 0.09, 0.07]
}


{
  "formula": "C24H33BrNO4P2Sn",
  "method": "ωB97M-V/def2-TZVPD",
  "relative_energy_kj_mol": 0.00,
  "e_tot_ev": -129546.481,
  "total_charge": 1,
  "species": ["C", "C", "N", "C", "C", "C", "C", "P", "Sn", "P", "C", "C", "C", "C", "C", "C", "C", "O", "O", "H", "H", "H", "C", "C", "H", "H", "H", "H", "C", "C", "H", "H", "H", "H", "H", "H", "H", "H", "H", "H", "H", "H", "H", "H", "H", "H", "H", "H", "H", "H", "H", "H", "Br", "C", "C", "C", "C", "C", "C", "C", "O", "O", "H", "H", "H", "H"],
  "xyz": [[0.512, -3.895, 1.977], [0.860, -2.686, 1.323], [-0.042, -2.157, 0.415], [-1.250, -2.735, 0.193], [-1.596, -3.937, 0.811], [-0.695, -4.519, 1.709], [2.119, -2.028, 1.504], [2.353, -0.396, 0.851], [0.421, -0.254, -0.534], [-1.486, -0.744, -1.804], [-2.252, -1.971, -0.652], [0.972, 1.509, -1.577], [0.779, 2.695, -0.879], [1.045, 3.936, -1.479], [1.513, 4.003, -2.800], [1.708, 2.808, -3.505], [1.440, 1.569, -2.898], [3.062, -3.542, -0.809], [1.022, -3.604, -2.592], [1.220, -4.323, 2.696], [-2.577, -4.387, 0.604], [-0.947, -5.457, 2.214], [2.360, 0.884, 2.141], [4.017, -0.289, 0.103], [-2.919, -2.661, -1.200], [-2.891, -1.377, 0.030], [2.787, -3.029, 0.002], [2.761, -2.382, 2.323], [-2.673, 0.612, -1.982], [-1.379, -1.558, -3.419], [0.417, 2.686, 0.147], [0.883, 4.858, -0.910], [1.723, 4.970, -3.269], [2.074, 2.836, -4.539], [1.603, 0.661, -3.485], [1.606, -0.734, -1.684], [1.582, -3.471, -3.375], [1.701, -3.678, -1.862], [3.345, -4.402, -0.452], [1.052, -1.507, -1.619], [3.177, 0.687, 2.859], [2.506, 1.876, 1.683], [1.396, 0.869, 2.670], [4.786, -0.382, 0.893], [4.146, -1.109, -0.618], [4.139, 0.681, -0.408], [-2.390, -1.845, -3.772], [-0.926, -0.869, -4.151], [-0.741, -2.449, -3.312], [-3.631, 0.248, -2.387], [-2.841, 1.089, -1.004], [-2.248, 1.370, -2.657], [-1.338, -0.164, 3.315], [-2.073, 1.597, 3.199], [-2.543, 2.175, 4.389], [-3.088, 3.463, 4.402], [-3.177, 4.186, 3.218], [-2.717, 3.632, 2.033], [-2.150, 2.331, 1.992], [-1.592, 1.890, 0.645], [-1.713, 2.709, -0.274], [-0.907, 0.740, 0.556], [-2.479, 1.627, 5.324], [-3.439, 3.906, 5.329], [-3.596, 5.192, 3.222], [-2.790, 4.246, 1.136]],
  "lowdin_charge": [-0.02, -0.36, -0.04, -0.31, -0.03, -0.04, -0.30, 0.77, 0.77, 0.86, -0.22, -0.32, -0.14, -0.05, -0.07, -0.08, -0.13, -0.09, -0.11, 0.12, 0.12, 0.12, -0.22, -0.20, 0.11, 0.11, -0.01, 0.09, -0.19, -0.21, 0.09, 0.12, 0.11, 0.11, 0.09, 0.09, 0.06, 0.00, 0.08, 0.10, 0.07, 0.06, 0.02, 0.07, 0.04, 0.06, 0.07, 0.06, 0.03, 0.08, 0.04, 0.08, 0.82, -0.56, -0.12, -0.06, -0.07, -0.01, -0.13, -0.53, 0.02, -0.30, 0.10, 0.11, 0.11, 0.12]
}


{
  "formula": "C40H61F2GeMnN4P3",
  "method": "ωB97M-V/def2-TZVPD",
  "s_squared": 6.393,
  "multiplicity": 5,
  "e_tot_ev": -169563.121,
  "total_charge": 1,
  "species": ["Mn", "C", "C", "C", "P", "C", "N", "Ge", "N", "C", "P", "C", "C", "C", "C", "C", "C", "C", "C", "C", "C", "C", "C", "N", "C", "C", "C", "C", "C", "C", "C", "C", "C", "C", "C", "C", "N", "C", "P", "C", "C", "C", "C", "C", "C", "C", "C", "C", "H", "H", "H", "H", "H", "H", "H", "H", "H", "H", "H", "H", "H", "H", "H", "H", "H", "H", "H", "H", "H", "H", "H", "H", "H", "H", "H", "H", "H", "H", "H", "H", "H", "H", "H", "H", "H", "H", "H", "H", "H", "H", "H", "H", "H", "H", "H", "H", "H", "H", "H", "H", "H", "H", "H", "H", "H", "H", "H", "H", "F", "C", "F", "H"],
  "xyz": [[0.191, 0.503, -0.058], [-3.622, -2.377, -1.809], [-3.575, -2.840, -0.352], [-4.992, -2.992, 0.200], [-2.410, -1.774, 0.642], [-3.580, -0.427, 1.154], [-2.983, 0.624, 1.959], [-1.320, 1.432, 1.658], [-1.161, 3.112, 0.627], [-0.577, 3.361, -0.689], [1.135, 2.638, -0.801], [1.793, 2.687, -2.550], [3.226, 3.233, -2.618], [1.799, 1.283, -3.182], [2.123, 3.900, 0.124], [1.948, 5.321, -0.449], [1.827, 3.915, 1.617], [-2.161, 4.011, 0.977], [-2.719, 4.971, 0.135], [-3.703, 5.822, 0.613], [-4.169, 5.728, 1.914], [-3.642, 4.758, 2.759], [-2.643, 3.929, 2.293], [-2.045, 2.858, 3.083], [-3.025, 2.089, 3.844], [-3.417, 2.455, 5.115], [-4.458, 1.778, 5.734], [-5.095, 0.764, 5.040], [-4.673, 0.371, 3.779], [-3.585, 1.000, 3.161], [-0.876, 3.219, 3.860], [-0.683, 4.444, 4.455], [0.461, 4.651, 5.221], [1.373, 3.620, 5.375], [1.190, 2.392, 4.753], [0.063, 2.177, 3.965], [-0.257, 1.047, 3.225], [0.582, -0.130, 3.256], [1.655, -0.251, 1.751], [3.266, 0.539, 2.166], [4.013, -0.189, 3.285], [4.133, 0.663, 0.910], [2.092, -2.021, 1.401], [1.762, -2.996, 2.532], [1.467, -2.465, 0.080], [-2.105, -2.751, 2.209], [-3.104, -2.622, 3.354], [-1.848, -4.224, 1.882], [-4.286, -3.026, -2.383], [-2.638, -2.414, -2.276], [-4.001, -1.358, -1.896], [-3.103, -3.826, -0.339], [-5.551, -2.058, 0.123], [-5.009, -3.314, 1.240], [-5.535, -3.738, -0.383], [-4.381, -0.894, 1.719], [-4.034, -0.027, 0.244], [-0.481, 4.448, -0.799], [-1.200, 3.008, -1.515], [1.133, 3.337, -3.130], [3.918, 2.568, -2.096], [3.350, 4.236, -2.222], [3.532, 3.252, -3.664], [1.923, 0.494, -2.428], [2.646, 1.193, -3.862], [0.894, 1.069, -3.737], [3.160, 3.582, -0.010], [1.178, 5.856, 0.107], [1.662, 5.343, -1.501], [2.872, 5.893, -0.352], [0.889, 4.426, 1.825], [2.624, 4.436, 2.149], [1.738, 2.916, 2.035], [-2.422, 5.050, -0.904], [-4.123, 6.559, -0.059], [-4.951, 6.385, 2.268], [-4.018, 4.643, 3.764], [-2.913, 3.272, 5.613], [-4.775, 2.054, 6.729], [-5.934, 0.248, 5.490], [-5.203, -0.434, 3.296], [-1.414, 5.230, 4.323], [0.627, 5.606, 5.698], [2.255, 3.772, 5.983], [1.941, 1.623, 4.879], [-0.046, -1.023, 3.263], [1.169, -0.171, 4.175], [3.014, 1.542, 2.520], [4.285, -1.203, 2.990], [3.440, -0.243, 4.211], [4.940, 0.342, 3.507], [4.668, -0.266, 0.709], [4.881, 1.444, 1.048], [3.550, 0.914, 0.019], [3.178, -2.009, 1.265], [0.684, -3.136, 2.624], [2.147, -2.665, 3.497], [2.195, -3.974, 2.317], [0.379, -2.554, 0.159], [1.869, -3.431, -0.229], [1.692, -1.764, -0.739], [-1.159, -2.335, 2.572], [-4.100, -2.960, 3.069], [-3.177, -1.598, 3.717], [-2.782, -3.243, 4.193], [-2.785, -4.747, 1.688], [-1.371, -4.719, 2.731], [-1.204, -4.363, 1.010], [-0.967, 1.134, -2.783], [-1.233, 0.456, -1.603], [-2.499, 0.904, -1.253], [-1.348, -0.603, -1.886]],
  "lowdin_charge": [0.45, -0.12, -0.55, -0.10, 1.06, -0.37, -0.14, 0.92, -0.15, -0.36, 1.02, -0.50, -0.11, -0.12, -0.52, -0.11, -0.11, -0.24, -0.02, -0.07, -0.07, -0.01, -0.16, -0.06, -0.17, -0.02, -0.07, -0.07, -0.03, -0.22, -0.18, -0.01, -0.07, -0.07, -0.03, -0.25, -0.15, -0.33, 1.01, -0.54, -0.09, -0.11, -0.52, -0.09, -0.13, -0.56, -0.09, -0.13, 0.08, 0.06, 0.07, 0.09, 0.08, 0.06, 0.09, 0.05, 0.09, 0.08, 0.08, 0.12, 0.08, 0.06, 0.09, 0.05, 0.08, 0.06, 0.09, 0.08, 0.07, 0.09, 0.07, 0.10, 0.03, 0.11, 0.11, 0.11, 0.12, 0.12, 0.11, 0.11, 0.10, 0.12, 0.11, 0.11, 0.09, 0.06, 0.09, 0.08, 0.08, 0.07, 0.09, 0.08, 0.09, 0.04, 0.10, 0.05, 0.08, 0.09, 0.03, 0.09, 0.06, 0.04, 0.07, 0.06, 0.09, 0.08, 0.08, 0.07, -0.07, -0.44, -0.08, 0.06]
}


{
  "formula": "C6H7NOS",
  "method": "ωB97M-V/def2-TZVPD",
  "smiles": "O=C=C1C=CNC1.C=S",
  "relative_energy_kj_mol": 294.80,
  "e_tot_ev": -20704.266,
  "species": ["O", "C", "C", "C", "C", "N", "C", "H", "H", "H", "H", "H", "C", "S", "H", "H"],
  "xyz": [[-0.683, 3.193, -0.340], [-0.457, 2.097, -0.672], [-0.164, 0.853, -1.198], [-1.231, -0.131, -1.390], [-0.727, -1.359, -1.600], [0.674, -1.294, -1.703], [1.037, 0.164, -1.575], [-2.274, 0.176, -1.438], [-1.198, -2.229, -1.558], [1.203, -1.839, -1.021], [1.084, 0.466, -2.641], [1.918, 0.394, -0.964], [-0.182, 1.234, 1.874], [0.889, 0.050, 2.184], [-1.296, 1.164, 1.886], [0.143, 2.255, 2.218]],
  "lowdin_charge": [0.15, -0.14, -0.27, -0.06, -0.11, -0.01, -0.16, 0.11, 0.07, 0.11, 0.14, 0.13, -0.62, 0.58, 0.04, 0.02]
}


Copy entry 4 word for word.
{
  "formula": "C6H7NOS",
  "method": "ωB97M-V/def2-TZVPD",
  "smiles": "O=C=C1C=CNC1.C=S",
  "relative_energy_kj_mol": 294.80,
  "e_tot_ev": -20704.266,
  "species": ["O", "C", "C", "C", "C", "N", "C", "H", "H", "H", "H", "H", "C", "S", "H", "H"],
  "xyz": [[-0.683, 3.193, -0.340], [-0.457, 2.097, -0.672], [-0.164, 0.853, -1.198], [-1.231, -0.131, -1.390], [-0.727, -1.359, -1.600], [0.674, -1.294, -1.703], [1.037, 0.164, -1.575], [-2.274, 0.176, -1.438], [-1.198, -2.229, -1.558], [1.203, -1.839, -1.021], [1.084, 0.466, -2.641], [1.918, 0.394, -0.964], [-0.182, 1.234, 1.874], [0.889, 0.050, 2.184], [-1.296, 1.164, 1.886], [0.143, 2.255, 2.218]],
  "lowdin_charge": [0.15, -0.14, -0.27, -0.06, -0.11, -0.01, -0.16, 0.11, 0.07, 0.11, 0.14, 0.13, -0.62, 0.58, 0.04, 0.02]
}